1.
This record from OMol25 describes C2H6ClN2P as an isolated structure at a distorted geometry. The level of theory is ωB97M-V/def2-TZVPD.

Net charge: 0
Energy above the lowest of the compared OMol25 structures with the same formula, charge and spin: 107.43 kcal/mol
HOMO-LUMO gap (spin up / spin down): 7.90 / 6.86 eV

Positions of all 12 atoms, in Å:
C (-0.828, 1.030, -0.544)
C (1.014, -0.191, 1.107)
N (-0.881, -1.228, -0.773)
N (-1.453, -0.015, -0.691)
P (0.660, -1.576, 0.030)
Cl (-3.422, -0.356, 0.451)
H (-1.171, 1.988, -0.631)
H (0.461, 0.575, 0.392)
H (2.063, -0.098, 1.331)
H (0.325, -0.041, 1.971)
H (-1.614, -2.005, -0.499)
H (1.357, -1.125, -1.076)

=====

2.
This record from OMol25 describes C2H6ClN3O as an isolated structure at a distorted geometry. The level of theory is ωB97M-V/def2-TZVPD.

Net charge: 0
Energy above the lowest of the compared OMol25 structures with the same formula, charge and spin: 76.70 kcal/mol
HOMO-LUMO gap: 9.54 eV

Positions of all 13 atoms, in Å:
C (0.034, -0.297, -0.029)
C (-1.285, 0.371, 0.505)
H (0.856, 2.277, -1.485)
H (1.726, 1.993, 0.444)
H (-1.281, 1.536, 0.542)
H (-1.475, 0.043, 1.603)
H (-0.773, -2.145, -0.159)
H (1.822, -1.466, -0.334)
N (0.789, 1.754, -0.262)
N (1.123, 0.304, -0.309)
N (0.014, -1.649, 0.137)
O (1.197, -2.290, -0.262)
Cl (-2.747, -0.430, -0.391)

=====

3.
This record from OMol25 describes C2H6ClNO2S2 as an isolated structure at a distorted geometry. The level of theory is ωB97M-V/def2-TZVPD.

Net charge: 0
Energy above the lowest of the compared OMol25 structures with the same formula, charge and spin: 38.81 kcal/mol
HOMO-LUMO gap (spin up / spin down): 8.18 / 8.18 eV

Positions of all 14 atoms, in Å:
C (-0.679, -0.578, 0.017)
C (-0.510, 0.764, -0.505)
N (1.370, 1.352, 0.611)
O (2.007, 2.808, 2.609)
O (-0.038, 3.273, 1.297)
S (2.391, 0.156, 1.180)
S (0.926, 2.316, 1.795)
Cl (-0.119, 1.028, 3.103)
H (-1.229, -0.532, 0.890)
H (-1.139, -1.297, -0.714)
H (0.317, -0.994, 0.081)
H (-0.311, 0.858, -1.568)
H (-0.863, 1.580, 0.057)
H (3.449, 0.463, 0.306)

=====

4.
This record from OMol25 describes a 2-piece molecular cluster, C2H6ClO2P overall at a distorted geometry. The level of theory is ωB97M-V/def2-TZVPD.

Net charge: 0
Energy above the lowest of the compared OMol25 structures with the same formula, charge and spin: 118.48 kcal/mol
HOMO-LUMO gap (spin up / spin down): 9.31 / 7.24 eV

Positions of all 12 atoms, in Å:
C (-1.752, -0.257, 0.139)
C (-0.861, 0.886, 0.580)
O (1.847, -1.791, -0.142)
O (0.010, 1.406, -0.308)
P (2.123, -0.526, -0.782)
Cl (3.564, 0.479, 0.211)
H (-2.383, -0.484, 0.876)
H (-2.256, -0.134, -0.913)
H (-1.075, -1.199, 0.054)
H (-0.182, 0.329, 1.304)
H (-1.249, 1.675, 1.110)
H (2.214, -0.386, -2.127)

=====

5.
This record from OMol25 describes C2H6CsO as an isolated structure. The level of theory is ωB97M-V/def2-TZVPD.

Net charge: +1
Energy above the lowest of the compared OMol25 structures with the same formula, charge and spin: 0.00 kcal/mol
HOMO-LUMO gap: 10.83 eV

Positions of all 10 atoms, in Å:
Cs (-2.867, 1.836, -0.323)
C (0.665, 0.045, -0.893)
C (0.366, -0.479, 0.488)
O (-0.966, -0.066, 0.914)
H (0.787, 1.132, -0.884)
H (-0.107, -0.243, -1.609)
H (1.607, -0.364, -1.256)
H (1.103, -0.094, 1.193)
H (0.395, -1.570, 0.503)
H (-0.982, -0.197, 1.867)

=====

6.
This record from OMol25 describes C2H6CsO as an isolated structure. The level of theory is ωB97M-V/def2-TZVPD.

Net charge: +1
Energy above the lowest of the compared OMol25 structures with the same formula, charge and spin: 15.72 kcal/mol
HOMO-LUMO gap: 8.83 eV

Positions of all 10 atoms, in Å:
Cs (-3.964, -1.966, 3.002)
C (0.836, 0.663, 0.388)
C (0.454, -0.359, -0.673)
O (-0.874, -0.089, -1.118)
H (-0.055, 0.998, 0.919)
H (1.288, 1.560, -0.037)
H (1.545, 0.322, 1.142)
H (0.517, -1.410, -0.389)
H (1.187, -0.347, -1.480)
H (-0.933, 0.627, -1.754)

=====

7.
This record from OMol25 describes one molecule with the formula C2H6F2NP at a distorted geometry. The level of theory is ωB97M-V/def2-TZVPD.

Net charge: 0
Energy above the lowest of the compared OMol25 structures with the same formula, charge and spin: 100.58 kcal/mol
Structure (SMILES): C[C@](F)(P)NF
HOMO-LUMO gap: 11.30 eV

Positions of all 12 atoms, in Å:
C (-0.449, -1.153, 0.401)
C (-0.342, 0.207, -0.232)
F (-0.645, 0.074, -1.625)
P (1.371, 0.991, -0.072)
N (-1.239, 1.172, 0.434)
F (-2.591, 0.778, 0.610)
H (-0.219, -1.013, 1.520)
H (-1.396, -1.587, 0.368)
H (0.112, -1.790, -0.216)
H (1.901, 0.032, -0.868)
H (1.302, 1.607, -1.270)
H (-1.425, 2.026, -0.033)

=====

8.
This record from OMol25 describes an isolated ion of composition C2H6F3N4O and charge +1 at a distorted geometry. The level of theory is ωB97M-V/def2-TZVPD.

Net charge: +1
Energy above the lowest of the compared OMol25 structures with the same formula, charge and spin: 10.89 kcal/mol
Structure (SMILES): NN/C(O)=[N+](\N)C(F)(F)F
HOMO-LUMO gap: 11.80 eV

Positions of all 16 atoms, in Å:
N (-1.389, -2.001, 1.306)
N (-1.102, -0.712, 0.930)
C (-0.015, -0.496, 0.177)
O (0.945, -1.346, 0.230)
N (0.118, 0.655, -0.573)
N (-0.743, 1.706, -0.472)
C (1.721, 0.968, -1.233)
F (1.859, 0.353, -2.352)
F (2.597, 0.616, -0.327)
F (1.757, 2.193, -1.405)
H (-2.269, -2.416, 0.942)
H (-1.377, -2.180, 2.294)
H (-1.755, 0.143, 1.099)
H (0.603, -1.992, 0.792)
H (-0.281, 2.429, 0.053)
H (-0.667, 2.080, -1.463)

=====

What did the sixth record say?
This record from OMol25 describes C2H6CsO as an isolated structure. The level of theory is ωB97M-V/def2-TZVPD.

Net charge: +1
Energy above the lowest of the compared OMol25 structures with the same formula, charge and spin: 15.72 kcal/mol
HOMO-LUMO gap: 8.83 eV

Positions of all 10 atoms, in Å:
Cs (-3.964, -1.966, 3.002)
C (0.836, 0.663, 0.388)
C (0.454, -0.359, -0.673)
O (-0.874, -0.089, -1.118)
H (-0.055, 0.998, 0.919)
H (1.288, 1.560, -0.037)
H (1.545, 0.322, 1.142)
H (0.517, -1.410, -0.389)
H (1.187, -0.347, -1.480)
H (-0.933, 0.627, -1.754)

=====

- What is the formula in the sixth record?
  C2H6CsO

=====

Repeat the fourth record exactly.
This record from OMol25 describes a 2-piece molecular cluster, C2H6ClO2P overall at a distorted geometry. The level of theory is ωB97M-V/def2-TZVPD.

Net charge: 0
Energy above the lowest of the compared OMol25 structures with the same formula, charge and spin: 118.48 kcal/mol
HOMO-LUMO gap (spin up / spin down): 9.31 / 7.24 eV

Positions of all 12 atoms, in Å:
C (-1.752, -0.257, 0.139)
C (-0.861, 0.886, 0.580)
O (1.847, -1.791, -0.142)
O (0.010, 1.406, -0.308)
P (2.123, -0.526, -0.782)
Cl (3.564, 0.479, 0.211)
H (-2.383, -0.484, 0.876)
H (-2.256, -0.134, -0.913)
H (-1.075, -1.199, 0.054)
H (-0.182, 0.329, 1.304)
H (-1.249, 1.675, 1.110)
H (2.214, -0.386, -2.127)

=====

- net charge of number 8 (C2H6F3N4O)?
  +1